Entry 1:
Computed, not measured: a structure of composition H13NO5 in a non-equilibrium geometry, with ωB97M-V with the def2-TZVPD basis set.

XYZ file:
```
19
Properties=species:S:1:pos:R:3
N 0.13662 2.30203 -0.30444
H 0.48041 1.70130 -1.04010
H -0.35301 3.00617 -0.81368
H 0.93448 2.76451 0.10733
H 2.15573 -0.44574 1.93866
H 0.91094 0.46072 1.73785
O 1.79888 0.28047 1.38757
H -0.64580 -0.42656 -1.49181
H -0.78719 -1.67017 -2.46354
O -1.29865 -1.08601 -1.86884
H 1.24846 0.22750 -0.25135
H 1.88143 0.06279 -1.61387
O 1.01024 0.23686 -1.23580
H -0.34384 1.11641 1.10810
H -0.49982 -0.51208 1.27251
O -0.30882 0.35060 1.70692
H -1.48309 -1.78149 -0.52525
H -1.67057 -1.79686 1.38062
O -1.43274 -1.98839 0.47545
```

E_tot ... -438.67993 a.u.
Largest force on an atom ... 0.11110 Eh/bohr
Multiplicity ... 1
ΔE to the lowest compared entry with this formula, charge and spin ... 64.2 kcal/mol
Kohn-Sham gap ... 10.80 eV


Entry 2:
Computed, not measured: a cluster of 6 separate species, H13O6 in total in a non-equilibrium geometry, with ωB97M-V with the def2-TZVPD basis set.

XYZ file:
```
19
Properties=species:S:1:pos:R:3
O -49.55335 -28.76343 22.22076
H -48.93843 -29.49151 22.19115
H -49.12631 -28.10430 22.83536
H -50.47704 -29.10927 22.76269
O -48.96894 -31.44984 21.82755
H -49.27546 -31.25049 20.81399
H -48.02184 -31.74667 21.65848
O -47.79570 -26.67113 23.05302
H -47.13402 -26.47950 22.47826
H -48.12704 -25.71470 23.11932
O -46.90791 -29.08725 20.66099
H -46.87455 -28.26170 21.10590
H -46.22376 -29.74200 20.57234
O -52.32139 -28.31363 23.16170
H -53.08106 -28.78884 23.73571
H -52.89938 -28.40189 22.40378
O -49.96077 -29.86703 24.96374
H -49.14100 -29.73994 25.35901
H -50.54524 -29.95074 25.60702
```

Charge ... +1
E_tot ... -458.91264 a.u.
Largest force on an atom ... 0.12225 Eh/bohr
Multiplicity ... 1
ΔE to the lowest compared entry with this formula, charge and spin ... 66.3 kcal/mol
Kohn-Sham gap ... 12.10 eV


Entry 3:
Computed, not measured: a cluster of 6 separate species, H13O6 in total in a non-equilibrium geometry, with ωB97M-V with the def2-TZVPD basis set.

XYZ file:
```
19
Properties=species:S:1:pos:R:3
O 0.39505 1.58791 1.23536
H 0.07304 2.04388 2.01170
H 0.66741 2.27990 0.61351
O -2.82945 2.52626 1.54537
H -3.33631 3.11946 2.07717
H -3.17780 1.64578 1.64699
O 2.36618 -1.64238 0.69349
H 3.17347 -1.97957 0.31896
H 2.72280 -0.91964 1.24083
O 0.75279 -2.58628 -1.19212
H 0.98246 -3.45586 -1.54668
H 1.58748 -2.10124 -1.30352
O -0.54441 0.75659 -2.68384
H -0.13774 1.51335 -3.09600
H -1.27510 0.57762 -3.28158
O -0.24929 -0.76724 0.48424
H 0.52391 -1.27969 0.11480
H -0.01840 0.10658 0.92378
H -0.81264 -0.59238 -0.30000
```

Charge ... +1
E_tot ... -458.97799 a.u.
Largest force on an atom ... 0.02814 Eh/bohr
Multiplicity ... 1
ΔE to the lowest compared entry with this formula, charge and spin ... 25.3 kcal/mol
Kohn-Sham gap ... 11.56 eV


Entry 4:
Computed, not measured: a structure of composition H14Mg3O31S6 in a non-equilibrium geometry, with ωB97M-V with the def2-TZVPD basis set.

XYZ file:
```
54
Properties=species:S:1:pos:R:3
Mg -3.94566 -0.13362 2.52596
Mg -1.32468 -3.60761 -3.35173
Mg 3.39390 2.67646 -2.78710
S 5.48484 6.01125 0.32577
O 5.80231 7.03784 -0.65849
O 6.75219 5.35995 0.65365
O 4.90445 6.62133 1.49187
O 4.56447 5.05464 -0.25543
S 2.26264 -1.32683 -6.04746
O 1.93170 -0.93240 -7.40359
O 2.48189 -0.13631 -5.22329
O 1.15661 -2.13570 -5.54389
O 3.56494 -2.04268 -5.98329
S -5.81026 -2.76187 -1.32146
O -6.96497 -3.64462 -1.08445
O -6.44526 -1.97741 -2.41273
O -5.69449 -1.87920 -0.18865
O -4.62274 -3.41628 -1.78034
S 1.64873 -7.41267 -2.12191
O 2.77323 -6.74644 -1.40241
O 2.12227 -7.83986 -3.46340
O 1.20632 -8.56552 -1.27086
O 0.59814 -6.45646 -2.24134
S 0.15362 0.20047 -0.29088
O 0.62919 1.37614 -1.02774
O 1.28608 -0.37718 0.43201
O -0.93289 0.62212 0.58422
O -0.43101 -0.79286 -1.17920
S -6.73011 4.10564 2.26414
O -6.42524 5.08418 3.32252
O -8.07298 3.54405 2.49235
O -6.65642 4.80810 0.95748
O -5.76203 3.02638 2.35838
O 0.44873 4.92201 1.35550
H 1.28672 4.56946 1.05597
H -0.10697 4.15176 1.47435
O 5.23936 0.11255 -1.16029
H 6.14431 -0.15178 -0.99464
H 4.71589 -0.45774 -0.59728
O -2.51690 1.47353 5.56660
H -1.75825 1.52453 6.14804
H -2.76729 2.38541 5.41823
O 3.97950 0.72200 4.46591
H 3.20566 0.62082 5.02014
H 3.68737 0.45407 3.59464
O -2.28288 1.83978 -4.39176
H -1.58736 1.63942 -3.76538
H -2.32487 2.79595 -4.40603
O 3.01551 -3.87116 3.03331
H 2.40006 -3.79826 3.76279
H 2.74474 -3.18656 2.42156
O -2.34744 -2.71418 3.77462
H -2.33711 -3.57090 3.34781
H -1.73763 -2.80356 4.50699
```

Charge ... -6
E_tot ... -5329.28193 a.u.
Largest force on an atom ... 0.09648 Eh/bohr
Multiplicity ... 1
ΔE to the lowest compared entry with this formula, charge and spin ... 521.0 kcal/mol
Kohn-Sham gap ... 2.34 eV


Entry 5:
Computed, not measured: a cluster of 7 separate species, H14O7 in total in a non-equilibrium geometry, with ωB97M-V with the def2-TZVPD basis set.

XYZ file:
```
21
Properties=species:S:1:pos:R:3
H 0.75603 -1.75682 0.26664
H 1.71614 -0.78317 0.84494
H -1.29541 1.26481 0.73713
H -1.28011 2.75312 0.55529
H -2.37337 -0.50621 0.38201
H -2.58863 0.35605 -0.92882
H -0.16016 -2.43614 -1.43568
H -1.00217 -1.22222 -1.11360
H 0.35650 1.46242 -1.18880
H 0.88764 0.11522 -1.57272
H -0.34425 -0.61058 1.49571
H -0.52745 0.54488 2.31500
H 3.31297 0.89120 0.87440
H 2.20935 0.80307 -0.23747
O 0.93195 -1.32152 1.13753
O -1.16336 1.94119 0.04153
O -2.64848 -0.55999 -0.57032
O -0.07054 -1.49223 -1.32635
O 1.18606 1.04064 -1.50464
O -1.04337 0.01392 1.80207
O 2.84937 0.26854 0.29593
```

Structure (SMILES) ... O.O.O.O.O.O.O
E_tot ... -535.09379 a.u.
Largest force on an atom ... 0.08042 Eh/bohr
Multiplicity ... 1
ΔE to the lowest compared entry with this formula, charge and spin ... 18.9 kcal/mol
Kohn-Sham gap ... 11.54 eV


Entry 6:
Computed, not measured: a structure of composition H14O7 in a non-equilibrium geometry, with ωB97M-V with the def2-TZVPD basis set.

XYZ file:
```
21
Properties=species:S:1:pos:R:3
O -2.29563 -0.59098 -0.03633
H -2.43886 -1.37311 0.49659
H -3.16426 -0.36466 -0.36871
O 1.25272 0.51947 -0.29626
H 1.29007 1.33112 -0.80230
H 1.55779 0.76667 0.57670
O -0.68806 1.43437 -0.11372
H -0.43593 2.17620 -0.66358
H -1.25058 0.90022 -0.67451
O 1.54095 1.12369 1.43474
H 2.08157 1.55298 2.09782
H 0.93303 0.58007 1.93589
O 1.03187 -0.33912 -2.03744
H 1.02691 0.46470 -2.55712
H 1.15589 -0.04147 -1.13619
O -0.31284 -2.59830 0.45909
H -0.44132 -1.65001 0.48086
H 0.57817 -2.71223 0.12841
O -0.40999 -0.70952 0.57869
H 0.23817 -0.17168 0.12386
H -1.24965 -0.29832 0.37345
```

E_tot ... -534.51906 a.u.
Largest force on an atom ... 0.35428 Eh/bohr
Multiplicity ... 1
ΔE to the lowest compared entry with this formula, charge and spin ... 379.5 kcal/mol
Kohn-Sham gap ... 7.47 eV


Entry 7:
Computed, not measured: a cluster of 7 separate species, H14O7 in total in a non-equilibrium geometry, with ωB97M-V with the def2-TZVPD basis set.

XYZ file:
```
21
Properties=species:S:1:pos:R:3
H 1.21033 -0.41909 -0.95492
H -0.00257 -1.23475 -0.58136
H -2.44488 -0.87536 -2.02327
H -1.35193 -2.04429 -2.07434
H 1.75689 -0.25849 0.89755
H 3.01793 -0.40491 0.06312
H -3.46434 -2.67170 0.16271
H -4.09647 -1.85484 1.27614
H 3.31004 2.05823 -1.22599
H 1.83490 2.40358 -0.80091
H -1.14621 2.94152 -0.93415
H -0.18130 2.24198 0.00447
H 0.39590 -0.25917 3.64128
H 1.69281 -0.43873 2.86726
O 0.49510 -0.43292 -0.31436
O -2.06000 -1.60613 -1.51046
O 2.47584 0.20993 0.54983
O -4.14829 -2.03187 0.35097
O 2.48394 2.57357 -1.39831
O -0.63340 2.05824 -0.84646
O 0.85570 0.04519 2.85120
```

Structure (SMILES) ... O.O.O.O.O.O.O
E_tot ... -535.00895 a.u.
Largest force on an atom ... 0.10393 Eh/bohr
Multiplicity ... 1
ΔE to the lowest compared entry with this formula, charge and spin ... 72.1 kcal/mol
Kohn-Sham gap ... 10.84 eV


Entry 8:
Computed, not measured: a cluster of 7 separate species, H14O7 in total in a non-equilibrium geometry, with ωB97M-V with the def2-TZVPD basis set.

XYZ file:
```
21
Properties=species:S:1:pos:R:3
O 2.41029 -0.94167 -1.28610
H 2.93229 -1.68267 -1.52910
H 1.64929 -1.01267 -1.90710
O -1.63571 -2.34867 2.13590
H -1.70871 -1.46067 1.85690
H -1.52271 -2.18967 3.05190
O -0.91871 0.18833 0.38090
H -0.16371 -0.26967 0.10790
H -1.01671 1.06333 -0.00410
O -2.27771 1.40133 -3.00510
H -1.76271 1.72733 -2.33310
H -2.68971 0.60033 -2.65410
O -0.49571 2.44433 -1.21810
H 0.47229 2.27233 -1.24210
H -0.40871 3.33233 -0.90810
O 1.57829 0.94733 2.09490
H 1.15629 0.13933 1.83890
H 1.20129 1.15533 2.95590
O 1.08629 -1.73267 0.91590
H 1.80029 -1.58667 0.26590
H 0.31429 -2.04667 0.48190
```

Structure (SMILES) ... O.O.O.O.O.O.O
E_tot ... -535.05177 a.u.
Largest force on an atom ... 0.07543 Eh/bohr
Multiplicity ... 1
ΔE to the lowest compared entry with this formula, charge and spin ... 45.2 kcal/mol
Kohn-Sham gap ... 10.87 eV


Entry 9:
Computed, not measured: a cluster of 7 separate species, H14O7 in total in a non-equilibrium geometry, with ωB97M-V with the def2-TZVPD basis set.

XYZ file:
```
21
Properties=species:S:1:pos:R:3
O -7.60300 -32.82100 -14.45700
H -7.25300 -32.12800 -13.87600
H -7.18900 -32.71700 -15.32700
O -6.04100 -34.03300 -12.58900
H -6.55800 -33.82700 -13.39900
H -5.23600 -34.43500 -12.84600
O -3.23200 -34.83600 -12.91700
H -3.13500 -33.92400 -13.19600
H -3.29600 -34.82600 -11.95600
O -10.14300 -32.81900 -13.84100
H -10.16900 -33.24300 -13.00300
H -9.19200 -32.79000 -14.07600
O -3.71300 -31.95000 -12.64100
H -4.61500 -32.06700 -12.51600
H -3.27800 -31.87600 -11.80000
O -5.72100 -32.06900 -10.44700
H -5.66800 -32.32400 -9.51200
H -5.78500 -32.88500 -10.88600
O -6.43700 -34.66800 -9.92800
H -6.25400 -34.90100 -10.83700
H -5.74400 -35.08500 -9.42500
```

Structure (SMILES) ... O.O.O.O.O.O.O
E_tot ... -535.06620 a.u.
Largest force on an atom ... 0.06352 Eh/bohr
Multiplicity ... 1
ΔE to the lowest compared entry with this formula, charge and spin ... 36.2 kcal/mol
Kohn-Sham gap ... 10.80 eV


Entry 10:
Computed, not measured: a cluster of 7 separate species, H14O7 in total in a non-equilibrium geometry, with ωB97M-V with the def2-TZVPD basis set.

XYZ file:
```
21
Properties=species:S:1:pos:R:3
H -0.21362 0.62883 -1.95876
H -0.57221 1.02232 -0.44638
H -0.92203 -1.24308 -4.28225
H -1.10379 0.13602 -3.83598
H 0.69203 0.98335 2.53319
H 1.33736 1.24378 1.17649
H -0.66284 -2.52614 1.56348
H -0.70178 -2.35395 3.06894
H -0.84332 -2.99246 -1.25433
H 0.17871 -2.14725 -2.03031
H -0.86016 0.24920 2.32295
H -2.28074 0.07934 2.55506
H 2.41747 4.07346 -0.16731
H 3.17460 2.82042 0.04581
O -0.07266 1.30569 -1.28474
O -1.45379 -0.50801 -4.47164
O 1.57714 0.85111 2.01490
O -0.59354 -3.00902 2.32745
O -0.54001 -2.11343 -1.38133
O -1.42726 -0.06506 2.96832
O 2.87044 3.56489 0.53644
```

Structure (SMILES) ... O.O.O.O.O.O.O
E_tot ... -535.02039 a.u.
Largest force on an atom ... 0.08153 Eh/bohr
Multiplicity ... 1
ΔE to the lowest compared entry with this formula, charge and spin ... 64.9 kcal/mol
Kohn-Sham gap ... 10.96 eV


Entry 11:
Computed, not measured: a structure of composition H14O7 in a non-equilibrium geometry, with ωB97M-V with the def2-TZVPD basis set.

XYZ file:
```
21
Properties=species:S:1:pos:R:3
O -1.06233 0.71375 0.15857
H -1.97797 0.97197 0.26426
H -0.56543 1.41085 0.58679
O -2.01736 -0.58916 1.88319
H -1.58151 -0.31293 1.07699
H -2.95120 -0.49321 1.69614
O 0.27135 -0.82847 0.02256
H 1.04616 -0.40764 -0.35001
H -0.39982 -0.14605 0.01414
O -0.85989 -2.23563 0.88735
H -0.30446 -1.59273 0.44644
H -1.23335 -1.76099 1.62998
O 3.46175 -0.53069 0.11106
H 4.10787 0.09937 0.43011
H 2.78512 0.00696 -0.30044
O -1.07057 1.36234 -1.95248
H -1.05050 0.43774 -1.70565
H -1.90748 1.47211 -2.40389
O 1.82171 0.54086 -0.55102
H 2.37888 0.70697 -1.31142
H 1.10908 1.17468 -0.63262
```

E_tot ... -534.66047 a.u.
Largest force on an atom ... 0.17866 Eh/bohr
Multiplicity ... 1
ΔE to the lowest compared entry with this formula, charge and spin ... 290.8 kcal/mol
Kohn-Sham gap ... 7.07 eV